[1]
The following is a quantum chemistry calculation of C11H11LaN3O5 as an isolated structure, from OMol25.

Highest occupied orbital energy (spin up / spin down)   -9.4 / -9.4 eV
Total charge   +1
Max |F|   7.1 eV Å⁻¹
Gap between HOMO and LUMO (spin up / spin down)   3.68 / 3.66 eV

Geometry as XYZ:
```
31
Properties=species:S:1:pos:R:3:forces:R:3:mulliken_charge:R:1
La -0.3260 0.8619 0.0473 -0.171 6.019 -3.687 1.3455
O 1.3042 0.8603 1.7406 0.974 -2.816 2.643 -0.5065
O -1.8977 -0.5644 -1.0053 -0.927 -5.236 0.668 -0.5400
O 1.6250 1.0768 -1.5670 0.036 0.342 -0.708 -0.7217
O -2.2103 -2.7703 -1.4843 0.928 -0.378 0.861 -0.3960
O 2.0020 -0.2736 3.6085 -1.069 -0.126 -1.485 -0.4102
N -1.4011 3.2063 2.3661 -0.504 -2.698 -3.365 -0.5009
N 2.5214 1.8539 -3.5445 -0.447 -1.187 1.537 -0.3691
N -0.3587 -1.1906 1.0478 1.128 -3.719 2.089 -0.1706
C 0.4150 -1.3215 2.1987 -2.793 -2.143 -1.124 0.3084
C -0.7284 -3.4181 2.6168 0.004 0.113 0.456 -0.4289
C 0.4452 2.8235 -2.7653 -0.750 0.411 0.425 -0.4689
C -1.2380 -2.1342 0.6332 1.194 -0.751 2.586 0.2586
C -0.8290 2.5698 -1.9601 0.620 -1.164 0.318 -1.5114
C 0.2020 -2.4591 3.0268 0.934 1.492 -0.845 -0.3846
C -1.4526 -3.2905 1.4277 0.486 1.149 -0.020 -0.5267
C 1.2744 -0.1632 2.4719 1.931 2.662 0.794 0.5594
C 1.5497 1.8178 -2.5827 0.729 -0.390 -0.598 0.6124
C -1.8519 -1.8033 -0.6590 -0.122 3.460 -2.131 0.7010
C -1.5502 2.4733 1.4260 0.095 3.037 4.047 -0.1364
H -1.6346 2.0464 -2.5087 0.327 0.590 0.026 0.4284
H -1.1738 3.4271 -1.3839 -0.149 0.045 -0.331 0.4588
H 0.9675 3.7108 -2.3768 -0.299 0.208 -0.072 0.2939
H 3.2882 1.1720 -3.5495 -0.626 0.602 0.053 0.2799
H 0.8273 -2.5307 3.9247 -0.550 -0.236 -0.272 0.4975
H -0.9055 -4.2466 3.3076 -0.034 0.116 -0.488 0.4428
H -1.7173 -3.6028 -1.2301 -1.017 0.894 -0.400 0.3749
H 2.5379 0.5225 3.7968 -0.309 -0.077 -0.348 0.4125
H 0.2348 3.0425 -3.8247 0.413 -0.226 0.097 0.3636
H 2.2760 2.3298 -4.3835 0.162 0.244 -0.491 0.2173
H -2.1957 -4.0256 1.1853 -0.195 -0.236 -0.236 0.5168
```
Positions in Å, forces in eV/Å.

[2]
The following is a quantum chemistry calculation of one molecule with the formula C11H11N, from OMol25.

Highest occupied orbital energy   -8.2 eV
Total charge   0
Max |F|   7.8 eV Å⁻¹
Gap between HOMO and LUMO   8.60 eV

Geometry as XYZ:
```
23
Properties=species:S:1:pos:R:3:forces:R:3:mulliken_charge:R:1
N 0.4210 2.3109 -0.8044 -0.650 -1.473 0.608 0.1269
C -0.8674 0.6425 0.0110 0.118 -0.803 0.785 0.6082
C -0.6221 -1.8469 0.8642 -1.762 2.908 -1.771 -1.2752
C 2.0743 -0.0096 2.3238 0.451 -0.065 0.086 0.3006
C -0.7066 2.1751 -0.0906 0.867 -1.207 -0.090 -1.0317
C -1.9116 -1.5372 0.1095 0.210 -0.380 -0.269 -0.7032
C -2.2444 -0.0634 0.2984 3.014 0.747 -7.158 -0.5940
C 1.1659 1.1048 -1.1084 -0.283 0.884 -1.024 -0.0905
C 1.3276 -0.3082 1.4555 -3.295 -1.037 -2.324 -1.6090
C 0.2135 -0.0086 -0.8141 -0.056 -0.676 1.151 0.2608
C 2.3447 1.1869 -1.7283 -1.082 -2.661 1.345 -1.1652
C 0.2124 -0.6923 0.5183 2.738 5.034 1.751 0.9770
H -2.8042 -2.0258 0.3855 -0.680 -1.456 0.552 0.4465
H -1.6110 -1.9207 -0.8838 -1.021 1.018 -0.174 0.2324
H 2.9767 0.3083 -1.8005 -0.183 0.077 -0.413 0.2711
H 0.8019 3.1766 -1.1376 -0.129 0.438 0.240 0.1790
H -2.8997 0.3130 -0.5860 0.336 -0.657 2.036 0.2722
H 2.6849 2.0877 -2.0847 0.986 2.026 -0.462 0.3379
H -0.1545 -2.6801 0.5504 1.326 -3.286 -1.038 0.5095
H -0.0242 -0.7158 -1.5482 -0.154 -0.420 -1.801 0.5004
H -0.7478 -1.8476 1.8642 -0.356 -0.211 3.490 0.4578
H -2.4812 0.2230 1.2296 -1.598 0.764 3.258 0.4198
H 2.8517 0.1273 2.9762 1.205 0.434 1.222 0.5687
```
Positions in Å, forces in eV/Å.

[3]
The following is a quantum chemistry calculation of a 2-piece molecular cluster, C11H11N3O overall, from OMol25.

Highest occupied orbital energy   -7.4 eV
Total charge   0
Max |F|   6.2 eV Å⁻¹
Gap between HOMO and LUMO   4.65 eV

Geometry as XYZ:
```
26
Properties=species:S:1:pos:R:3:forces:R:3:mulliken_charge:R:1
O -0.8960 1.9686 -0.5254 1.207 0.680 -1.858 -0.2718
N 1.9170 -0.7450 -0.2720 3.084 0.283 -5.421 -0.3980
N 1.7569 -0.1706 0.8409 -0.215 0.869 1.334 -0.8157
N 0.7511 -0.6928 1.4644 -1.649 -0.019 2.923 -0.4503
C -0.4801 2.1916 1.8649 -3.991 0.378 -1.222 -1.1954
C 1.0068 -1.6825 -0.5274 -1.742 0.483 3.953 0.8533
C -1.5307 2.2787 0.7082 -0.628 -3.493 3.216 -0.1855
C -1.1855 -3.2831 -0.1274 -1.261 -1.903 -2.439 -0.1375
C 0.6487 -2.5466 -1.5409 -1.063 -0.519 0.721 -0.7906
C -0.7943 -2.5223 0.9102 -1.247 -0.075 -0.524 -0.8589
C 0.3783 1.9606 -0.5498 -1.446 0.716 -2.565 0.4972
C 1.1862 2.3731 -1.6000 0.512 0.008 -1.972 -1.0768
C -0.4820 -3.3186 -1.4067 0.606 1.163 3.274 -0.6847
C 2.0463 2.8155 -2.3370 -1.008 0.425 0.715 0.1528
C 0.2364 -1.6660 0.7192 2.193 0.777 -2.330 0.8574
H -1.4410 -2.4304 1.7157 -0.816 -0.109 1.834 0.4442
H -0.6096 -4.0963 -2.0814 -0.782 -1.133 -1.261 0.3961
H 0.2713 2.8870 1.7413 1.477 1.787 0.237 0.4324
H -0.1077 1.2375 1.8011 1.182 -2.418 0.261 0.3483
H 2.6764 3.4373 -2.9540 -0.050 -0.636 0.116 0.4316
H -1.0435 2.2440 2.7710 -0.039 0.463 0.771 0.3966
H -2.3838 1.4955 0.8656 1.779 1.091 -0.356 0.2930
H 0.9743 1.7506 0.2293 1.580 -1.041 3.499 0.6514
H -2.1154 -3.9097 -0.0203 1.121 0.609 -0.127 0.2719
H 1.2812 -2.7522 -2.3196 1.455 -0.084 -2.148 0.4853
H -2.0612 3.1762 0.6302 -0.260 1.698 -0.631 0.3534
```
Positions in Å, forces in eV/Å.

[4]
The following is a quantum chemistry calculation of C11H11NO as an isolated structure, from OMol25.

Highest occupied orbital energy   -8.7 eV
Total charge   0
Max |F|   3.7 eV Å⁻¹
Gap between HOMO and LUMO   9.43 eV

Geometry as XYZ:
```
24
Properties=species:S:1:pos:R:3:forces:R:3:mulliken_charge:R:1
O 3.2405 0.2860 -0.1906 -0.209 -0.292 -0.103 -0.4399
N -2.6419 2.8876 -0.7699 -0.140 0.296 -0.170 -0.5283
C 1.9020 0.0296 -0.2203 -0.044 -0.044 -0.054 0.8147
C -1.7372 0.9372 0.5982 -0.425 -3.504 -1.077 -0.7186
C -2.2185 -0.7850 -0.3611 0.804 2.563 1.540 -0.1224
C -2.8532 -1.7945 0.5352 -0.066 -0.031 0.018 -1.3291
C 3.6959 1.5109 0.3267 0.062 0.240 0.164 -0.8083
C -2.2364 2.0266 -0.1268 -0.340 0.812 -0.385 0.3032
C -0.3846 0.4024 0.1911 -0.208 -0.539 -0.248 0.1054
C 1.5600 -1.1575 -0.8780 0.165 -0.034 -0.040 -0.3623
C 0.9120 0.8432 0.3396 0.421 0.047 -0.002 -0.4184
C -0.7216 -0.7677 -0.4723 0.030 0.521 0.319 0.2066
C 0.2492 -1.5805 -1.0173 0.167 0.089 0.036 -0.8898
H 3.4392 1.6259 1.3859 0.004 -0.003 -0.074 0.3072
H 0.0195 -2.4973 -1.5383 -0.007 -0.106 -0.064 0.4332
H -2.7709 -0.5238 -1.2570 -0.098 0.079 -0.032 0.4481
H 3.2979 2.3589 -0.2394 -0.023 -0.026 0.034 0.3468
H -2.3163 -1.8717 1.4799 0.027 -0.017 0.011 0.3341
H 1.1401 1.7617 0.8601 0.064 0.060 -0.009 0.4708
H -2.8084 -2.7713 0.0475 -0.071 -0.103 0.021 0.3678
H -3.8948 -1.5530 0.7351 -0.069 -0.050 -0.011 0.3711
H -2.0245 0.8815 1.6391 -0.025 0.060 0.130 0.4262
H 4.7808 1.4878 0.2235 -0.117 0.055 0.038 0.2383
H 2.3709 -1.7371 -1.2908 0.099 -0.071 -0.041 0.4435
```
Positions in Å, forces in eV/Å.

no.,electronic energy (eV)
1,-27146.7018
2,-13068.5374
3,-18095.1197
4,-15120.5030